# 1
Below is a 14-piece molecular cluster, C50H86F6O32 overall in a non-equilibrium geometry, with properties calculated with ωB97M-V with the def2-TZVPD basis set.

Properties
Net charge: 0
Energy: -4963.8302 a.u.
Kohn-Sham gap: 10.08 eV
HOMO: -9.73 eV
LUMO: 0.4 eV

Geometry as XYZ:
```
174
C50H86F6O32 ωB97M-V with the def2-TZVPD basis set
C 10.9488 32.9749 -1.9971
C 10.5338 33.7673 -0.7753
O 9.9679 34.9231 -1.2894
C 10.4633 35.1147 -2.5484
O 10.2924 36.0700 -3.2219
O 11.1241 34.0081 -2.9613
F 11.6572 34.1242 -0.0314
H 10.1075 32.3415 -2.2829
H 11.8219 32.3815 -1.7506
H 9.9055 33.2145 -0.0759
C 9.2125 29.4100 -5.4121
C 9.9806 29.6792 -4.1074
O 10.9333 30.6243 -4.5525
C 10.5190 31.2605 -5.6434
O 11.0221 32.2046 -6.1486
O 9.4342 30.6097 -6.1482
F 10.7051 28.5942 -3.7256
H 8.1650 29.2361 -5.1794
H 9.6331 28.5490 -5.9321
H 9.4089 30.1291 -3.2949
C 4.0279 36.9983 1.0192
C 2.6358 36.5602 1.3891
O 2.8442 35.2448 1.8342
C 3.8401 34.7450 1.0648
O 4.0611 33.5901 0.8959
O 4.5101 35.7509 0.4844
F 1.8065 36.4993 0.2939
H 4.5820 37.1674 1.9442
H 3.9923 37.8555 0.3558
H 2.1459 37.1456 2.1669
C 6.1684 24.4317 1.9495
C 5.6572 23.1233 2.4917
O 6.8523 22.4820 2.8433
C 7.8859 23.0078 2.1325
O 8.9395 22.4782 2.0376
O 7.5191 24.1756 1.5721
F 5.0346 22.3559 1.5364
H 6.0530 25.2341 2.6843
H 5.5909 24.8565 1.1265
H 4.9811 23.2383 3.3379
C 5.3753 29.4013 2.6523
C 6.0656 30.3132 3.6650
O 5.6612 29.7346 4.8518
C 4.4448 29.1704 4.6589
O 3.7366 28.8193 5.5391
O 4.1959 29.0365 3.3488
F 5.5618 31.5992 3.5601
H 6.0682 28.5872 2.4284
H 5.2218 29.9028 1.6991
H 7.1344 30.4076 3.4870
C 5.9999 33.1912 -6.2556
C 5.1669 32.2518 -5.3939
O 5.7954 32.3832 -4.1517
C 7.1060 32.7035 -4.3625
O 7.9456 32.6519 -3.5150
O 7.2865 32.9456 -5.6534
F 5.1272 30.9684 -5.8482
H 5.6432 34.2043 -6.0599
H 6.1240 33.0189 -7.3186
H 4.1456 32.6342 -5.3618
C 8.0787 27.2052 0.8027
C 8.3149 28.2902 -0.2130
O 7.6686 29.4661 0.2315
C 7.8279 30.5807 -0.6421
C 7.1790 31.8257 -0.0532
H 7.0441 26.8610 0.8549
H 8.6879 26.3299 0.5630
H 8.4063 27.5135 1.7973
H 9.4016 28.4653 -0.1963
H 8.0106 28.0544 -1.2360
H 8.8867 30.7247 -0.8697
H 7.2498 30.3258 -1.5388
H 6.0965 31.7846 0.0548
H 7.4492 32.7452 -0.5699
H 7.5937 31.9554 0.9552
C 10.9387 25.3137 -2.3586
C 10.2751 24.2129 -1.5500
O 9.8343 23.2283 -2.4623
C 9.0143 22.2623 -1.8489
C 8.4947 21.2951 -2.9098
H 11.5924 24.8974 -3.1244
H 10.1319 25.7938 -2.9178
H 11.4454 26.0526 -1.7429
H 10.9394 23.8320 -0.7625
H 9.4368 24.6080 -0.9598
H 9.6424 21.6697 -1.1731
H 8.1742 22.6857 -1.2865
H 9.2565 20.5587 -3.1615
H 8.2104 21.8223 -3.8216
H 7.6146 20.7612 -2.5486
O 7.1038 27.0942 4.2486
C 7.6978 26.3703 5.0197
O 8.7905 26.6874 5.6764
C 9.3983 27.9619 5.5162
C 10.4174 28.2148 6.5888
C 7.1463 25.0271 5.3872
H 8.6151 28.7236 5.5656
H 9.9297 28.0964 4.5719
H 10.8001 29.2300 6.5068
H 11.2507 27.5195 6.4950
H 9.9993 28.1119 7.5931
H 7.8796 24.2419 5.1981
H 6.2779 24.8454 4.7655
H 6.8755 25.0606 6.4418
O 7.6945 26.8796 -3.3858
C 6.5248 26.7473 -3.6691
O 5.7092 25.8640 -3.1296
C 6.1103 25.0594 -2.0038
C 5.2823 23.8103 -1.9605
C 5.9284 27.6324 -4.7612
H 6.0144 25.7070 -1.1314
H 7.1528 24.7509 -2.1181
H 5.4142 23.2551 -2.8902
H 4.2299 24.1001 -1.9039
H 5.5375 23.1469 -1.1366
H 6.6062 27.7503 -5.6001
H 5.8061 28.6075 -4.2854
H 4.9591 27.3020 -5.1288
O 5.3133 35.7795 -3.9036
C 5.5830 36.0643 -2.7576
O 5.2087 37.1592 -2.1100
C 4.7006 38.2491 -2.8772
C 5.8079 38.9556 -3.6457
C 6.3238 35.0623 -1.9158
H 4.3155 38.9724 -2.1563
H 3.8415 37.9039 -3.4543
H 6.5353 39.2737 -2.8953
H 5.5023 39.8629 -4.1683
H 6.3202 38.3595 -4.4001
H 5.8048 34.1059 -1.9572
H 6.2787 35.3477 -0.8698
H 7.3408 34.9721 -2.2921
O 12.5518 28.6390 4.4365
C 13.3674 28.0922 3.7371
O 13.3724 26.8042 3.4015
C 12.1823 26.0598 3.7073
C 11.0953 26.2407 2.6557
C 14.6198 28.8447 3.3306
H 11.8165 26.3308 4.6988
H 12.5426 25.0348 3.7914
H 11.4989 26.0488 1.6585
H 10.7216 27.2610 2.7358
H 10.2979 25.5012 2.7374
H 14.3376 29.6763 2.6861
H 15.2765 28.2442 2.7006
H 15.1437 29.1944 4.2149
O 8.5652 34.6068 1.6809
C 7.6082 35.0962 2.2223
O 7.1097 36.2963 1.9068
C 7.7338 37.0759 0.8934
C 8.9537 37.8312 1.3975
C 6.8140 34.4161 3.2924
H 7.0524 37.8886 0.6352
H 7.9569 36.4653 0.0220
H 9.8145 37.1842 1.6009
H 8.8643 38.4006 2.3240
H 9.3435 38.5075 0.6333
H 5.8906 34.9669 3.4588
H 7.4077 34.4469 4.2059
H 6.6108 33.4016 2.9631
O 11.4952 30.2019 -0.8158
C 12.1250 29.6094 0.0197
O 12.2511 29.9709 1.3032
C 11.3901 30.9826 1.8178
C 10.0754 30.4546 2.3722
C 12.9174 28.3887 -0.3199
H 11.2618 31.7785 1.0824
H 11.9534 31.4827 2.6071
H 9.3449 31.2521 2.5192
H 10.2281 29.9431 3.3193
H 9.6084 29.7896 1.6412
H 13.9651 28.6564 -0.4506
H 12.5221 27.9539 -1.2343
H 12.8079 27.6142 0.4410
```



# 2
Below is a 14-piece molecular cluster, C50H90Cl6O22S6 overall in a non-equilibrium geometry, with properties calculated with ωB97M-V with the def2-TZVPD basis set.

Properties
Net charge: 0
Energy: -8764.7492 a.u.
Kohn-Sham gap: 8.97 eV
HOMO: -9.41 eV
LUMO: -0.4 eV

Geometry as XYZ:
```
174
C50H90Cl6O22S6 ωB97M-V with the def2-TZVPD basis set
C -4.0320 -1.9100 -4.6465
C -2.7814 -2.7735 -4.8174
C -1.6122 -1.8829 -4.3238
S -2.0115 -0.2027 -4.9838
O -1.2875 0.1855 -6.1718
O -2.0699 0.7272 -3.8565
C -3.7619 -0.6438 -5.4104
H -4.2796 -1.6363 -3.6202
H -4.8703 -2.4522 -5.0859
H -2.6985 -2.9904 -5.8830
H -2.8250 -3.7360 -4.3108
H -0.6561 -2.1745 -4.7566
H -1.5360 -1.7585 -3.2462
H -3.7196 -0.8481 -6.4845
H -4.4930 0.1554 -5.3101
C 0.9920 1.8245 -3.4407
C 1.0124 2.2405 -4.9295
C 1.5313 3.6591 -4.9714
S 2.9885 3.5909 -3.8916
O 3.0763 4.7644 -3.0439
O 4.1535 3.2175 -4.6533
C 2.4384 2.1086 -3.0150
H 0.6617 0.7923 -3.3360
H 0.2711 2.4010 -2.8599
H 0.0221 2.1916 -5.3815
H 1.6483 1.5738 -5.5143
H 0.8363 4.3398 -4.4750
H 1.7065 3.9832 -5.9940
H 2.5523 2.2833 -1.9434
H 3.1571 1.3328 -3.2723
C 0.1750 -3.6609 -1.6687
C 0.3160 -5.1556 -1.2760
C 1.2198 -5.7752 -2.3369
S 2.5840 -4.5547 -2.5417
O 2.8967 -4.4463 -3.9507
O 3.5785 -4.8213 -1.5204
C 1.5728 -3.1519 -2.0365
H -0.1859 -3.1031 -0.8069
H -0.4939 -3.6252 -2.5298
H -0.6468 -5.6586 -1.2163
H 0.8294 -5.2196 -0.3129
H 0.6843 -5.8871 -3.2806
H 1.7726 -6.6990 -2.1675
H 1.6048 -2.4277 -2.8497
H 2.0595 -2.7094 -1.1645
C -1.9001 -5.6206 2.2576
C -2.1732 -6.1206 3.6822
C -1.3757 -5.2736 4.6564
S -0.4949 -3.9711 3.7098
O 0.8267 -4.4550 3.3530
O -0.7577 -2.6693 4.3016
C -1.5332 -4.1386 2.2303
H -2.6588 -5.9310 1.5377
H -1.0293 -6.1861 1.9127
H -1.8317 -7.1589 3.6950
H -3.2183 -6.2347 3.9707
H -0.7834 -5.7058 5.4591
H -2.0394 -4.6010 5.2133
H -0.9377 -3.8318 1.3732
H -2.3923 -3.4774 2.3472
C -4.9322 0.3521 5.0765
C -3.7195 -0.6000 4.9754
C -3.2108 -0.5441 3.5466
S -3.3563 1.1683 3.0026
O -4.0504 1.2947 1.7424
O -2.1290 1.9327 3.1882
C -4.4932 1.6085 4.3443
H -5.2883 0.6116 6.0731
H -5.8281 -0.0865 4.6267
H -3.9506 -1.6367 5.2194
H -2.9684 -0.2668 5.6925
H -3.8401 -1.0676 2.8252
H -2.1744 -0.8799 3.4869
H -5.2367 2.2778 3.9104
H -3.9113 2.2683 4.9926
C 4.1844 1.8424 1.9458
C 3.8120 2.7829 0.7936
C 4.7695 3.9730 0.8028
S 6.3835 3.3628 1.4403
O 6.8672 4.1716 2.5282
O 7.2700 3.1206 0.3192
C 5.6964 1.7689 2.0170
H 3.6740 0.8803 1.9049
H 3.8420 2.1935 2.9260
H 2.7676 3.0800 0.9064
H 3.9078 2.1878 -0.1183
H 4.4088 4.7579 1.4660
H 4.9083 4.3735 -0.1997
H 6.2033 1.3707 2.8907
H 6.0182 1.1315 1.1837
O 3.3466 1.5045 5.6653
C 2.2540 1.1619 5.3253
O 1.9709 0.8074 4.0463
C 0.6509 0.2666 3.9036
C 0.0385 0.2284 5.2964
C 0.9982 1.0724 6.1472
H 0.7129 -0.7069 3.4185
H 0.1066 0.9607 3.2567
H 0.0078 -0.7761 5.7111
H -0.9519 0.6786 5.2381
H 1.1706 0.7248 7.1621
H 0.6149 2.0913 6.2627
O 1.1475 -1.8558 0.7882
C 0.5805 -0.8802 0.3750
O -0.7541 -0.7326 0.5096
C -1.1421 0.4914 -0.1097
C 0.0988 1.3624 -0.0774
C 1.1888 0.3064 -0.2985
H -1.9333 1.0021 0.4311
H -1.4477 0.3037 -1.1463
H 0.2185 1.7672 0.9353
H 0.1968 2.2535 -0.6912
H 2.1574 0.6618 0.0377
H 1.2660 0.1112 -1.3730
O -2.2628 3.8289 -0.1415
C -1.6118 4.6639 -0.6870
O -0.2491 4.7383 -0.6449
C 0.2210 5.9172 -1.2971
C -1.0244 6.7959 -1.5510
C -2.0560 5.6839 -1.6969
H 0.6902 5.6629 -2.2502
H 0.9569 6.3801 -0.6426
H -0.9417 7.4972 -2.3741
H -1.2556 7.3443 -0.6345
H -1.9538 5.1983 -2.6744
H -3.1035 5.9262 -1.5845
O -5.8718 -3.9185 -2.2994
C -5.4106 -3.1823 -1.4684
O -6.1836 -2.4885 -0.6239
C -5.4469 -1.5803 0.2129
C -4.0695 -1.5834 -0.3967
C -3.9441 -2.8886 -1.1629
H -5.4067 -1.9970 1.2227
H -5.9626 -0.6280 0.1257
H -3.2868 -1.5592 0.3666
H -3.9271 -0.6876 -1.0053
H -3.5373 -3.6870 -0.5329
H -3.2502 -2.8653 -1.9990
O 4.1875 -0.4174 -0.4225
C 4.9576 -0.6872 -1.3064
O 5.2302 0.2146 -2.2623
C 5.8790 -0.4438 -3.4028
C 6.4096 -1.7556 -2.8297
C 5.4959 -2.0663 -1.6411
H 6.5905 0.3029 -3.7457
H 5.1095 -0.5703 -4.1676
H 7.4628 -1.5840 -2.6173
H 6.2777 -2.5232 -3.5932
H 6.0601 -2.5737 -0.8686
H 4.6504 -2.6559 -1.9821
Cl -5.0299 4.7453 -2.8013
C -4.4159 3.1384 -3.2659
C -4.5706 2.1346 -2.1052
Cl -6.2778 1.8225 -1.7304
H -3.3552 3.2329 -3.4875
H -4.9649 2.8186 -4.1466
H -4.0809 2.5300 -1.2156
H -4.0689 1.1873 -2.2933
Cl -0.9862 6.5243 3.9784
C -0.8726 5.1623 2.8189
C 0.1430 4.1224 3.2633
Cl 1.7284 4.8094 3.4761
H -0.6368 5.5738 1.8395
H -1.8257 4.6454 2.6972
H 0.2227 3.3641 2.4842
H -0.2418 3.6393 4.1607
Cl 5.0414 -1.5418 3.2875
C 3.7519 -2.6980 2.9602
C 3.8534 -3.2450 1.5571
Cl 5.4788 -3.9528 1.2291
H 2.8189 -2.1812 3.1776
H 3.8256 -3.4890 3.7076
H 3.6972 -2.4294 0.8527
H 3.1413 -4.0505 1.3993
```